This record from the Open Molecules 2025 dataset describes C14H17N3O5S in the gas phase. The level of theory is the ωB97M-V functional and the def2-TZVPD basis.

Calculated values
- total charge = 0
- LUMO level (hartree) = 0.003
- total energy (eV) = -40333.022
- E_HOMO (Eh) = -0.3206
- multiplicity = 1
- ΔE to the lowest compared entry with this formula, charge and spin (eV) = 4.3001
- strongest force on any atom (Eh/bohr) = 0.1436
- HOMO-LUMO gap (eV) = 8.7953

Each line ends with the natural charge from an NBO analysis.
Cartesian coordinates (Å):
O1 -3.7035 -4.3786 -1.8728  -0.59
O2 1.0621 4.4647 5.6972  -0.55
O3 1.4637 -1.5563 2.5134  -0.91
O4 2.2150 0.1435 1.0041  -0.93
N1 0.3396 1.9153 2.5817  -0.29
O5 3.2964 4.6745 4.8438  -0.50
C1 -3.1148 -3.9801 -2.8288  0.68
C2 1.9281 4.3745 4.8003  0.80
C3 1.2517 2.3207 3.4159  0.32
C4 -1.6793 -2.8498 -0.4060  -0.21
C5 -0.7426 -1.2799 -2.0486  -0.23
C6 -1.0947 -2.1306 0.5761  -0.21
C7 0.0955 -0.7373 -1.0730  -0.19
C8 -1.6443 -2.3699 -1.7833  0.18
C9 -0.1230 -1.2061 0.2063  -0.26
N2 -2.1677 -3.0470 -2.8648  -0.60
N3 -0.0444 0.6808 2.3400  -0.64
C10 -3.5030 -4.6390 -4.1158  -0.71
C11 2.0586 1.3625 4.1857  -0.70
C12 3.9059 4.5132 3.5267  -0.07
C13 1.5711 3.8286 3.4466  -0.40
C14 2.7617 4.0302 2.5626  -0.42
S1 1.0449 -0.5192 1.5462  2.14
H1 -2.2933 -3.7265 -0.0648  0.26
H2 -0.6486 -0.9673 -3.0650  0.21
H3 -1.2279 -2.4195 1.6252  0.25
H4 0.8690 -0.1250 -1.4150  0.25
H5 -1.9259 -2.8530 -3.8287  0.41
H6 -0.9276 0.6175 1.8380  0.39
H7 -4.4050 -5.1759 -3.9027  0.25
H8 -3.7937 -3.7800 -4.7015  0.21
H9 -2.6867 -5.2099 -4.6245  0.23
H10 2.3573 1.7168 5.0136  0.21
H11 3.0842 1.1868 3.6728  0.24
H12 1.5639 0.4321 4.4465  0.26
H13 4.3575 5.5104 3.0914  0.19
H14 4.6980 3.7951 3.5812  0.19
H15 0.7854 4.4717 3.0372  0.27
H16 2.6133 4.8517 1.7906  0.22
H17 3.0418 3.1694 1.9629  0.24



This record from the Open Molecules 2025 dataset describes 7 unconnected molecules or ions with the total composition C32H69Cl2IN2O12S. The level of theory is the ωB97M-V functional and the def2-TZVPD basis.

Calculated values
- total charge = 0
- LUMO level (hartree) = 0.002
- total energy (eV) = -105826.824
- E_HOMO (Eh) = -0.3451
- multiplicity = 1
- strongest force on any atom (Eh/bohr) = 0.0504
- HOMO-LUMO gap (eV) = 9.4345

Each line ends with the Löwdin charge.
Cartesian coordinates (Å):
C1 5.8485 4.2530 2.1770  -0.11
C2 5.5669 3.3233 0.9880  -0.25
C3 4.5107 2.2556 1.3720  -0.20
C4 3.5519 1.9869 0.2089  -0.20
C5 4.0866 0.9216 -0.7722  -0.19
C6 4.8586 1.5212 -1.9543  -0.18
C7 3.9928 1.9348 -3.1874  -0.18
C8 2.4873 1.9988 -2.9359  -0.22
C9 1.7494 2.3624 -4.2521  -0.20
C10 0.2639 2.0585 -4.0450  -0.20
C11 -0.3903 2.9722 -2.9781  -0.16
C12 -0.9106 2.1125 -1.8176  -0.14
C13 -2.0173 2.8242 -1.0595  -0.36
O1 -1.5842 4.1140 -0.6306  -0.18
C14 -2.2845 5.1516 -1.2307  -0.24
N1 -1.6383 6.4347 -0.8931  0.09
C15 -2.3439 7.2924 -0.3792  -0.72
S1 -3.2046 8.1682 0.5895  0.80
C16 -2.5046 2.0144 0.1873  -0.64
I1 -1.0216 2.4591 1.7279  1.15
C17 -3.9368 2.5599 0.5241  -0.12
C18 -4.0345 3.3915 1.7808  -0.83
O2 -3.8179 4.5802 1.7981  0.02
Cl1 -4.4928 2.5817 3.3022  0.68
O3 -2.5315 0.6994 -0.2571  -0.08
C19 -2.6409 -0.3790 0.6485  -0.50
C20 -3.5018 -1.4255 -0.0873  -0.11
C21 -3.8911 -2.6391 0.7667  -0.21
C22 -3.2596 -3.9365 0.2478  -0.55
Cl2 -3.6242 -4.2443 -1.4733  0.61
C23 -1.2717 -1.0379 0.8850  -0.11
C24 -0.5367 -1.3260 -0.4387  -0.12
C25 0.9217 -0.8874 -0.3747  -0.26
O4 1.5403 -1.2662 0.8211  -0.17
C26 2.3416 -2.4329 0.7370  -0.09
O5 -3.3582 -0.0862 1.8398  -0.08
N2 -2.6699 -0.4193 3.0213  -0.01
O6 -3.3949 -0.3836 3.9271  0.07
H1 5.1746 5.1033 2.1857  0.07
H2 6.8564 4.6529 2.0966  0.06
H3 5.7331 3.7102 3.1084  0.06
H4 5.1833 3.9194 0.1658  0.09
H5 6.4647 2.8208 0.6410  0.10
H6 3.9568 2.6367 2.2268  0.10
H7 5.0268 1.3529 1.6921  0.08
H8 3.3630 2.9185 -0.3180  0.10
H9 2.5885 1.6396 0.5854  0.09
H10 4.7903 0.3059 -0.2140  0.10
H11 3.2805 0.2717 -1.0905  0.07
H12 5.5652 0.7629 -2.2835  0.10
H13 5.4330 2.3836 -1.6417  0.09
H14 4.2919 2.9369 -3.4770  0.11
H15 4.1624 1.2163 -3.9845  0.10
H16 2.0782 1.0518 -2.5988  0.10
H17 2.2524 2.7940 -2.2359  0.10
H18 1.9142 3.4156 -4.4582  0.11
H19 2.1528 1.7216 -5.0326  0.11
H20 -0.2832 2.1180 -4.9833  0.10
H21 0.2088 1.0143 -3.7415  0.10
H22 -1.2189 3.4562 -3.4872  0.10
H23 0.3138 3.7149 -2.6229  0.11
H24 -1.3427 1.2343 -2.2809  0.12
H25 -0.0839 1.8522 -1.1643  0.09
H26 -2.8396 2.9907 -1.7581  0.15
H27 -2.2916 5.0600 -2.3161  0.12
H28 -3.3265 5.1856 -0.8997  0.10
H29 -4.5771 1.6917 0.6491  0.11
H30 -4.3325 3.1562 -0.2863  0.11
H31 -4.4238 -0.8937 -0.3234  0.13
H32 -3.0670 -1.6871 -1.0419  0.09
H33 -4.9592 -2.7786 0.6549  0.11
H34 -3.5901 -2.5705 1.8044  0.11
H35 -2.1918 -3.9015 0.4295  0.06
H36 -3.6967 -4.7416 0.8211  0.06
H37 -1.3978 -1.9943 1.3765  0.11
H38 -0.6277 -0.4574 1.5330  0.06
H39 -0.5190 -2.4090 -0.5843  0.10
H40 -1.0471 -0.9172 -1.3045  0.11
H41 1.4514 -1.2135 -1.2717  0.12
H42 0.9225 0.2044 -0.4083  0.09
H43 3.3163 -2.2118 1.1610  0.08
H44 2.4374 -2.8266 -0.2733  0.08
H45 1.9293 -3.2293 1.3489  0.07
C27 0.6644 -5.0445 -2.3486  -0.14
O7 -0.2695 -5.0969 -1.2703  -0.16
H46 1.5066 -5.6819 -2.0934  0.09
H47 0.2080 -5.4084 -3.2726  0.08
H48 1.0216 -4.0216 -2.4977  0.07
H49 -1.0122 -4.5306 -1.5027  0.00
C28 -6.1374 6.5002 -1.5319  -0.17
O8 -6.3386 7.3555 -0.4208  -0.14
H50 -7.0949 6.3596 -2.0272  0.08
H51 -5.4318 6.9444 -2.2422  0.08
H52 -5.7611 5.5225 -1.2073  0.06
H53 -5.4829 7.4744 0.0100  -0.03
C29 -2.5106 -8.4143 -1.4836  -0.16
O9 -1.1202 -8.1309 -1.4146  -0.13
H54 -2.6433 -9.4846 -1.3430  0.07
H55 -3.0530 -7.8822 -0.6960  0.07
H56 -2.9174 -8.1318 -2.4591  0.07
H57 -1.0127 -7.1819 -1.5396  0.03
C30 -4.4877 -7.3433 3.1555  -0.16
O10 -3.4661 -6.3487 3.1437  -0.13
H58 -5.0629 -7.2438 2.2386  0.07
H59 -4.0508 -8.3439 3.1948  0.08
H60 -5.1534 -7.2026 4.0107  0.08
H61 -2.9616 -6.4418 3.9551  0.07
C31 6.9710 -0.5848 3.1535  -0.15
O11 7.2067 0.3474 2.1014  -0.14
H62 5.9176 -0.5322 3.4175  0.07
H63 7.2073 -1.6013 2.8289  0.08
H64 7.5722 -0.3355 4.0315  0.08
H65 8.1383 0.2964 1.8738  0.08
C32 1.1019 -3.7711 4.6130  -0.15
O12 1.9524 -2.9612 3.8074  -0.13
H66 1.0857 -4.7696 4.1831  0.08
H67 1.4794 -3.8302 5.6372  0.08
H68 0.0844 -3.3703 4.6234  0.07
H69 1.9617 -2.0801 4.1898  0.08